C76H168ClF6N11O12S6 | wB97M-V/def2-TZVPD

Calculated values
- LUMO energy (eV) = -7.27
- charge = +4
- gap between HOMO and LUMO (eV) = 6.5
- 2S+1 = 1
- E (a.u.) = -7948.64893

Each line ends with the Mulliken charge.
Geometry (Å):
C: 4.531 -3.672 1.575  -1.290
C: 3.591 -3.044 2.649  -0.268
C: 2.551 -4.221 2.948  -0.209
C: 1.879 -3.846 4.343  -1.065
N: 0.536 -4.445 4.544  0.583
C: 0.047 -4.260 5.990  -0.558
C: -1.507 -4.364 5.942  -0.876
C: -1.911 -4.004 4.569  0.630
C: -0.593 -3.801 3.715  0.460
C: 0.539 -5.964 4.240  -0.931
H: 4.187 -3.464 0.561  0.295
H: 4.647 -4.742 1.746  0.423
H: 5.530 -3.246 1.668  0.325
H: 3.135 -2.116 2.305  0.099
H: 4.099 -2.850 3.594  0.417
H: 3.132 -5.112 3.187  0.536
H: 1.895 -4.271 2.079  0.111
H: 1.724 -2.769 4.407  0.090
H: 2.500 -4.016 5.223  0.561
H: 0.588 -4.895 6.691  0.486
H: 0.227 -3.247 6.351  0.308
H: -1.806 -5.404 6.070  0.300
H: -1.934 -3.717 6.708  0.364
H: -2.614 -4.766 4.232  -0.262
H: -2.522 -3.102 4.608  0.054
H: -0.548 -3.988 2.642  -0.323
H: -0.285 -2.756 3.738  -0.197
H: 0.572 -6.120 3.161  0.343
H: -0.345 -6.433 4.673  0.355
H: 1.383 -6.499 4.675  0.360
C: 5.069 2.403 3.299  -0.698
C: 6.199 2.939 2.372  -0.993
C: 5.753 3.715 1.135  0.810
C: 6.934 3.912 0.196  -1.163
N: 6.566 4.695 -1.178  0.244
C: 5.957 3.737 -2.213  0.134
C: 7.180 3.303 -3.134  -0.374
C: 8.467 3.959 -2.736  -0.661
C: 7.831 5.158 -1.938  -0.692
C: 5.583 5.855 -0.961  -0.927
H: 4.437 3.218 3.651  0.401
H: 5.478 1.876 4.161  0.431
H: 4.587 1.625 2.708  -0.310
H: 6.816 2.129 1.984  0.329
H: 6.991 3.357 2.993  0.462
H: 5.091 4.537 1.409  0.547
H: 4.991 3.120 0.630  -0.285
H: 7.458 3.031 -0.175  0.154
H: 7.679 4.643 0.511  0.489
H: 5.171 4.190 -2.818  0.276
H: 5.431 2.907 -1.741  -0.257
H: 6.983 3.557 -4.175  0.469
H: 7.276 2.219 -3.079  -0.043
H: 9.065 4.241 -3.603  0.400
H: 9.064 3.254 -2.158  0.245
H: 7.452 5.896 -2.646  0.406
H: 8.427 5.761 -1.252  0.532
H: 5.537 6.403 -1.902  0.474
H: 5.988 6.450 -0.142  0.416
H: 4.665 5.370 -0.629  0.074
C: -3.535 7.398 4.132  -1.488
C: -4.016 6.071 3.498  -0.280
C: -4.854 5.121 4.399  -0.807
C: -4.904 3.807 3.719  -0.120
N: -5.588 2.678 4.466  0.774
C: -4.708 2.395 5.670  -0.697
C: -4.832 0.896 5.805  -1.283
C: -4.712 0.352 4.362  0.356
C: -5.667 1.365 3.641  -0.111
C: -7.045 3.050 4.963  -1.095
H: -3.113 7.338 5.136  0.352
H: -4.378 8.087 4.172  0.358
H: -2.733 7.774 3.498  0.389
H: -3.061 5.578 3.316  0.199
H: -4.417 6.369 2.529  0.356
H: -5.870 5.498 4.522  0.446
H: -4.538 4.987 5.434  0.436
H: -3.906 3.430 3.496  0.104
H: -5.490 3.964 2.813  0.122
H: -5.123 2.857 6.566  0.291
H: -3.654 2.647 5.556  0.500
H: -5.731 0.546 6.313  0.492
H: -4.002 0.462 6.363  0.526
H: -4.957 -0.684 4.128  0.622
H: -3.794 0.643 3.851  -0.323
H: -6.716 1.077 3.561  0.034
H: -5.305 1.625 2.646  -0.371
H: -6.965 3.930 5.601  0.398
H: -7.422 2.128 5.407  0.479
H: -7.686 3.211 4.096  0.265
C: 6.428 -0.081 -0.604  0.091
C: 6.557 -1.017 -1.839  -0.772
C: 7.921 -1.787 -1.998  -0.862
C: 9.217 -0.953 -1.741  -0.610
N: 10.500 -1.777 -2.102  0.273
C: 10.711 -3.147 -1.487  -0.777
C: 11.000 -2.810 0.053  -0.503
C: 11.917 -1.563 -0.064  -0.629
C: 11.666 -0.987 -1.536  -0.446
C: 10.708 -1.952 -3.626  -1.013
H: 5.464 0.425 -0.551  -0.308
H: 7.221 0.667 -0.573  -0.093
H: 6.640 -0.558 0.353  0.542
H: 6.487 -0.568 -2.830  0.390
H: 5.779 -1.762 -1.671  0.309
H: 7.921 -2.264 -2.978  0.373
H: 7.963 -2.619 -1.295  0.329
H: 9.308 -0.667 -0.693  0.476
H: 9.290 -0.108 -2.425  0.236
H: 11.650 -3.543 -1.874  0.493
H: 9.932 -3.895 -1.632  0.402
H: 11.360 -3.686 0.592  0.467
H: 10.057 -2.599 0.557  0.244
H: 12.972 -1.808 0.062  0.342
H: 11.682 -0.874 0.747  0.327
H: 12.558 -1.238 -2.111  0.450
H: 11.598 0.101 -1.558  0.206
H: 10.715 -0.958 -4.073  0.380
H: 9.930 -2.615 -4.005  0.384
H: 11.596 -2.560 -3.797  0.449
C: -4.819 -0.997 -3.562  -0.874
C: -5.106 0.212 -4.461  -0.964
C: -3.839 1.043 -4.749  0.061
C: -2.803 0.228 -5.651  -0.987
N: -1.694 1.087 -6.303  0.443
C: -0.631 0.185 -7.066  -0.430
C: -0.493 0.715 -8.514  -0.643
C: -1.125 2.123 -8.436  -0.552
C: -2.283 1.944 -7.489  -0.730
C: -0.892 1.892 -5.309  -1.143
H: -4.059 -1.607 -4.050  0.390
H: -5.692 -1.632 -3.413  0.532
H: -4.386 -0.845 -2.573  -0.141
H: -5.820 0.856 -3.949  0.381
H: -5.668 -0.065 -5.354  0.429
H: -3.383 1.152 -3.765  -0.449
H: -4.017 2.046 -5.136  0.637
H: -3.334 -0.221 -6.491  0.374
H: -2.288 -0.488 -5.010  0.608
H: 0.305 0.226 -6.509  0.373
H: -0.981 -0.846 -7.015  0.333
H: 0.537 0.742 -8.870  0.333
H: -1.073 0.137 -9.234  0.357
H: -0.485 2.922 -8.062  0.210
H: -1.372 2.384 -9.465  0.438
H: -2.725 2.872 -7.127  0.346
H: -3.103 1.470 -8.029  0.462
H: -1.561 2.480 -4.681  0.204
H: -0.153 2.499 -5.831  0.579
H: -0.406 1.158 -4.666  0.223
C: 2.083 5.839 0.768  -1.784
C: 1.901 4.866 -0.380  1.709
C: 1.868 5.630 -1.742  -0.194
C: 0.459 6.217 -2.032  -0.892
N: 0.205 6.642 -3.526  0.406
C: 1.037 7.770 -4.121  -0.383
C: 0.096 8.739 -4.873  -0.681
C: -1.322 8.224 -4.761  -0.636
C: -1.206 7.342 -3.462  -0.697
C: 0.105 5.499 -4.552  -1.111
H: 1.482 6.748 0.797  0.397
H: 3.108 6.204 0.713  0.404
H: 1.810 5.299 1.675  0.403
H: 0.951 4.374 -0.174  -1.266
H: 2.668 4.098 -0.282  0.115
H: 2.199 5.055 -2.607  0.195
H: 2.463 6.526 -1.563  0.401
H: 0.312 7.000 -1.289  0.473
H: -0.306 5.479 -1.792  0.027
H: 1.778 7.400 -4.829  0.372
H: 1.598 8.276 -3.335  0.295
H: 0.405 8.910 -5.905  0.334
H: 0.180 9.710 -4.386  0.350
H: -1.477 7.646 -5.672  0.268
H: -2.113 8.973 -4.816  0.427
H: -1.969 6.585 -3.281  0.417
H: -1.134 7.972 -2.575  0.467
H: -0.520 4.693 -4.168  0.252
H: 1.132 5.143 -4.636  0.398
H: -0.424 5.936 -5.399  0.494
C: -4.389 -1.895 0.876  -0.894
C: -2.850 -2.271 1.057  1.239
C: -1.890 -1.350 0.185  -0.255
C: -1.623 -0.044 0.860  -0.182
N: -0.951 1.056 -0.042  1.273
C: -1.122 2.395 0.729  0.138
C: -1.978 3.303 -0.116  -0.190
C: -1.930 2.763 -1.482  0.503
C: -1.791 1.238 -1.341  -0.762
C: 0.507 0.759 -0.466  -0.822
C: 1.510 0.426 0.654  0.449
C: 2.939 0.356 0.247  -0.875
H: -4.570 -0.821 0.926  0.045
H: -4.972 -2.259 1.722  0.266
H: -4.648 -2.170 -0.146  0.023
H: -2.859 -3.290 0.670  -0.598
H: -2.601 -2.230 2.118  -0.167
H: -2.290 -1.248 -0.824  -0.131
H: -0.981 -1.886 -0.087  0.193
H: -1.051 -0.080 1.787  0.449
H: -2.588 0.423 1.057  -0.017
H: -0.151 2.872 0.868  0.133
H: -1.611 2.219 1.687  -0.214
H: -1.605 4.327 -0.151  0.586
H: -3.031 3.270 0.163  -0.490
H: -1.070 3.114 -2.051  -0.617
H: -2.818 2.965 -2.082  0.962
H: -1.310 0.740 -2.183  -0.124
H: -2.777 0.814 -1.154  0.135
H: 0.816 1.613 -1.068  0.344
H: 0.388 -0.074 -1.159  0.090
H: 1.185 -0.479 1.169  -0.197
H: 1.342 1.082 1.508  -0.225
H: 3.526 0.332 1.165  0.201
H: 3.253 1.153 -0.428  0.162
H: 3.268 -0.587 -0.190  0.351
C: -0.539 -4.933 -0.403  -0.758
C: -1.032 -6.341 0.102  -1.074
C: -2.569 -6.387 0.218  0.663
C: -2.977 -7.545 1.218  -1.135
N: -4.514 -7.715 1.295  1.074
C: -5.192 -8.089 -0.038  -0.168
C: -5.616 -9.542 0.064  -0.977
C: -5.836 -9.855 1.553  -0.684
C: -4.699 -8.970 2.214  -0.541
C: -5.197 -6.544 2.007  -0.514
C: -6.771 -6.456 2.205  -0.430
C: -7.316 -5.344 3.225  -1.231
H: -0.599 -4.239 0.435  -0.415
H: -1.260 -4.506 -1.100  0.506
H: 0.517 -4.825 -0.652  0.565
H: -0.622 -6.711 1.041  0.408
H: -0.774 -7.141 -0.592  0.551
H: -3.039 -6.407 -0.765  0.338
H: -2.790 -5.480 0.781  -0.382
H: -2.644 -7.422 2.248  0.589
H: -2.630 -8.461 0.740  0.394
H: -6.120 -7.532 -0.163  -0.076
H: -4.570 -7.805 -0.887  0.214
H: -6.447 -9.804 -0.591  0.444
H: -4.795 -10.158 -0.301  0.348
H: -6.799 -9.504 1.925  0.249
H: -5.755 -10.925 1.748  0.448
H: -4.929 -8.655 3.232  0.290
H: -3.826 -9.584 1.994  0.482
H: -4.930 -5.651 1.442  -0.012
H: -4.757 -6.451 3.000  0.400
H: -7.185 -7.390 2.584  0.207
H: -7.227 -6.349 1.221  0.379
H: -6.896 -5.562 4.207  0.362
H: -8.402 -5.356 3.139  0.413
H: -6.922 -4.395 2.863  0.179
N: -7.342 2.860 1.119  -0.216
S: -6.412 2.650 -0.024  0.869
O: -6.764 3.144 -1.361  -0.647
O: -5.330 1.623 0.119  -0.253
F: -5.493 3.906 0.395  -0.392
S: -8.102 1.356 0.828  1.028
O: -7.305 0.146 1.125  -0.470
O: -9.119 1.376 -0.221  -0.575
F: -9.015 1.379 2.121  -0.291
N: -5.135 -6.394 -2.637  -0.159
S: -6.266 -7.286 -3.400  0.893
O: -7.109 -6.624 -4.415  -0.523
O: -6.967 -8.319 -2.654  -0.596
F: -5.330 -8.186 -4.362  -0.304
S: -6.083 -5.243 -2.343  1.050
O: -7.295 -5.524 -1.574  -0.599
O: -6.183 -4.209 -3.391  -0.577
F: -5.212 -4.441 -1.215  -0.168
N: 0.930 1.449 6.045  -0.594
S: 1.831 1.449 4.796  1.045
O: 1.478 2.451 3.763  -0.555
O: 2.433 0.168 4.393  -0.548
F: 3.104 2.099 5.455  -0.311
S: -0.186 0.387 5.473  1.112
O: -0.104 -0.891 6.161  -0.713
O: -0.624 0.427 4.047  -0.233
F: -1.482 0.963 6.234  -0.336
Cl: 0.064 -1.405 -3.548  -0.673

Cartesian forces (eV/Å) of the 2 atoms listed first:
C 0.4 1.0 0.7
C -0.2 -2.5 -0.4